one:
The following is a quantum chemistry calculation of a cluster of 9 separate species, C9H36O9 in total, from OMol25.

The geometry in XYZ format:
```
54
Properties=species:S:1:pos:R:3:lowdin_charge:R:1
C 1.06868 -1.57164 4.06222 -0.09
C 0.54362 -2.38308 2.88030 -0.33
O -0.74634 -2.93185 3.07465 -0.09
H 2.15422 -1.60478 4.14871 0.07
H 0.65991 -1.93748 5.01007 0.08
H 0.71957 -0.53452 4.04575 0.05
H 1.19069 -3.25215 2.73790 0.11
H 0.62842 -1.73825 1.99534 0.09
H -1.37223 -2.21491 2.88573 0.04
C -0.43649 -3.99697 -0.63221 -0.09
C -0.82878 -4.38740 -2.04512 -0.31
O -0.70893 -3.26465 -2.93966 -0.10
H 0.58093 -3.61167 -0.63706 0.07
H -0.52770 -4.88284 0.00445 0.08
H -1.12432 -3.27832 -0.18267 0.07
H -1.87344 -4.71563 -2.08343 0.11
H -0.20592 -5.19372 -2.42386 0.11
H -1.38947 -2.63744 -2.67831 0.07
C 0.81833 0.96132 0.10345 -0.06
C 0.27739 -0.21895 -0.66716 -0.25
O -1.15797 -0.29750 -0.45627 -0.11
H 0.27846 1.90701 0.03789 0.07
H 1.83358 1.17550 -0.24930 0.06
H 0.87233 0.73008 1.16928 0.07
H 0.71994 -1.16747 -0.37889 0.10
H 0.36775 -0.15240 -1.75532 0.11
H -1.60153 0.45547 -0.86780 0.07
C 3.26411 3.01585 -2.34193 -0.15
O 3.92886 4.18235 -1.86089 -0.12
H 2.19117 3.22673 -2.40871 0.07
H 3.67995 2.73763 -3.30334 0.08
H 3.37024 2.20612 -1.61395 0.06
H 3.39404 4.58135 -1.17226 0.06
C -3.73543 -1.14679 1.75033 -0.13
O -2.33816 -0.96851 1.87130 -0.17
H -4.27881 -0.66469 2.56899 0.08
H -4.18086 -0.81339 0.81160 0.08
H -3.97712 -2.21120 1.85884 0.08
H -2.00296 -0.58152 1.03699 0.04
C -1.59932 3.55427 -1.71945 -0.16
O -1.80721 2.27830 -2.28447 -0.12
H -2.24181 3.61593 -0.84026 0.08
H -0.56912 3.71855 -1.39211 0.07
H -1.89539 4.35922 -2.39726 0.08
H -1.03268 1.96627 -2.76465 0.03
O 0.18491 1.18189 -4.33295 -0.04
H 1.12810 1.14484 -4.51909 0.05
H -0.13734 1.93294 -4.84262 0.05
O 4.05816 2.90728 1.20514 -0.05
H 4.90740 3.27725 0.94431 0.04
H 3.40870 3.49509 0.81299 0.01
O -1.52187 1.13406 3.96302 -0.06
H -1.63907 0.60120 3.16593 0.00
H -1.29921 2.01319 3.64578 0.03
```

SMILES = CCO.CCO.CCO.CO.CO.CO.O.O.O
M = 288.378 g mol⁻¹
Kohn-Sham gap = 9.42 eV
charge = 0



two:
The following is a quantum chemistry calculation of a cluster of 9 separate species, C9H36O9 in total, from OMol25.

The geometry in XYZ format:
```
54
Properties=species:S:1:pos:R:3:lowdin_charge:R:1
C 0.53894 1.11313 0.37777 -0.11
O -0.36688 0.87136 1.45102 -0.13
H 1.45270 0.69573 0.68405 0.04
H 0.19634 0.63480 -0.55248 0.08
H 0.67182 2.18072 0.15293 0.10
H -0.57548 -0.04065 1.39504 0.03
C 4.65832 -0.15883 -0.61516 -0.15
O 3.77182 0.87930 -1.10367 -0.17
H 4.33903 -1.17034 -0.90229 0.07
H 5.68340 0.15479 -0.99624 0.09
H 4.62550 -0.13777 0.54218 0.08
H 3.29160 0.56744 -1.90118 0.05
C -2.78956 3.66902 1.92855 -0.14
O -2.49090 2.69884 0.97257 -0.13
H -2.04761 4.47288 1.90460 0.08
H -3.76763 4.01132 1.75570 0.06
H -2.84298 3.34121 2.98607 0.09
H -1.83881 2.06138 1.25438 0.04
C 2.27322 1.10363 3.59678 -0.16
O 1.48310 0.10930 4.13824 -0.09
H 1.74115 1.75667 2.92325 0.07
H 2.78633 1.70175 4.36736 0.09
H 3.05180 0.61147 3.06714 0.07
H 0.65570 0.51012 4.28722 0.07
C 1.09607 0.88659 -3.61946 -0.15
O 1.70180 -0.32216 -3.14887 -0.15
H 0.81713 0.85208 -4.67757 0.07
H 0.16578 1.07827 -3.02210 0.08
H 1.76966 1.78451 -3.48738 0.09
H 1.08951 -0.74836 -2.50663 0.05
C -3.83300 1.64677 -1.98117 -0.14
O -3.34250 0.87871 -0.88719 -0.16
H -2.99986 1.91191 -2.68838 0.09
H -4.68604 1.12254 -2.45327 0.08
H -4.23967 2.58898 -1.57554 0.08
H -3.18023 1.54311 -0.17942 0.04
C -2.77875 -2.46333 0.51559 -0.12
O -2.00463 -1.39484 0.01559 -0.15
H -3.04527 -3.13518 -0.21108 0.05
H -2.17745 -2.86736 1.31678 0.09
H -3.76078 -2.12066 0.95801 0.11
H -2.59987 -0.83710 -0.52990 0.07
C -0.15687 -3.52728 -2.36687 -0.12
O 0.00576 -2.32379 -1.58427 -0.22
H -0.65749 -3.28372 -3.31673 0.08
H 0.87867 -3.88645 -2.45542 0.08
H -0.78523 -4.25856 -1.79233 0.08
H -0.83999 -2.00931 -1.11762 0.06
C 1.66133 -2.26265 1.20562 -0.14
O 0.70288 -1.93840 2.19605 -0.13
H 2.04959 -3.23793 1.50600 0.08
H 1.09690 -2.42545 0.26361 0.07
H 2.43265 -1.55245 1.07256 0.05
H 1.11896 -1.33576 2.83757 0.04
```

SMILES = CO.CO.CO.CO.CO.CO.CO.CO.CO
M = 288.378 g mol⁻¹
Kohn-Sham gap = 10.24 eV
charge = 0



Going by the energies, one is most stable and the next is 164.2 kJ/mol up.



one:
The following is a quantum chemistry calculation of the molecule C6H7N3, from OMol25.

The geometry in XYZ format:
```
16
Properties=species:S:1:pos:R:3:lowdin_charge:R:1
C 1.04913 -1.41232 1.97237 -0.05
C 0.44039 -0.58332 0.97075 -0.32
C -0.06409 -0.74324 -0.25228 0.04
C -0.63677 0.59589 -0.65052 -0.51
C 0.05599 1.30053 -1.83806 -0.01
C -2.08950 0.53785 -0.85913 -0.16
N -3.21483 0.48603 -1.09768 0.17
N -0.37841 1.41188 0.56047 0.08
N 0.18659 0.74339 1.40865 0.09
H 1.45241 -0.78518 2.72002 0.07
H 1.80434 -2.03964 1.54759 0.07
H 0.49557 -2.29104 2.40753 0.11
H 0.05293 -1.67530 -0.82742 0.14
H -0.42997 1.17512 -2.79032 0.08
H 1.17380 0.95090 -1.75348 0.13
H 0.10243 2.32846 -1.51847 0.07
```

SMILES = CC1=C[C@@](C)(C#N)N=N1
M = 121.143 g mol⁻¹
Kohn-Sham gap = 9.76 eV
charge = 0



two:
The following is a quantum chemistry calculation of the molecule C6H7N3, from OMol25.

The geometry in XYZ format:
```
16
Properties=species:S:1:pos:R:3:lowdin_charge:R:1
H 1.21949 0.19735 -3.11239 0.06
N 0.96259 -0.24107 -2.15693 0.01
N 0.37668 1.00893 -1.70715 0.07
C 0.30950 0.67564 -0.31283 -0.28
N 0.01754 2.02380 0.31279 0.11
C -0.31562 1.45220 1.53922 -0.17
C -0.21930 0.10033 1.68447 -0.12
C -0.08289 -0.34923 0.47659 -0.28
C -0.20113 -1.73357 -0.16726 -0.10
C -0.81841 -2.76537 0.48562 -0.01
H -0.18482 2.99289 -0.01566 0.16
H -0.66442 2.07130 2.50494 0.15
H 0.04686 -0.61593 2.73214 0.21
H 0.15245 -1.72382 -1.18630 0.04
H -1.11698 -3.88281 0.07848 0.10
H -0.98305 -2.86053 1.62304 0.06
```

SMILES = [H]/N=N/c1[nH]ccc1C=C
M = 121.143 g mol⁻¹
Kohn-Sham gap = 7.36 eV
charge = 0



Going by the energies, one is most stable and the next is 473.0 kJ/mol up.